# 1
Molecular formula: CH5O2P
Method: DFT, ωB97M-V with the def2-TZVPD basis set

Computed properties:
Orbital gap (spin up / spin down)   9.36 / 8.40 eV
HOMO energy (spin up / spin down)   -0.3966 / -0.3409 Ha
Electronic energy   -14498.1481 eV
ΔE to the lowest compared entry with this formula, charge and spin   3.5856 eV

Positions of all 9 atoms, in Å:
C: -0.060 0.262 -1.319
O: 0.832 -1.676 1.810
O: 0.409 -0.695 -0.429
P: 0.331 -0.475 1.201
H: 0.338 1.323 -0.965
H: -1.101 0.439 -1.322
H: 0.264 -0.024 -2.272
H: 1.217 0.569 1.579
H: -2.230 0.277 1.717

---

# 2
Molecular formula: H22O11
Method: DFT, ωB97M-V with the def2-TZVPD basis set

Computed properties:
Orbital gap   10.60 eV
HOMO energy   -0.3933 Ha
Electronic energy   -22879.3025 eV
SMILES   O.O.O.O.O.O.O.O.O.O.O
ΔE to the lowest compared entry with this formula, charge and spin   2.2114 eV

Positions of all 33 atoms, in Å:
O: 4.704 -0.351 -2.815
H: 4.357 -0.421 -1.926
H: 5.538 -0.819 -2.786
O: -2.114 3.318 -2.676
H: -2.647 4.011 -3.064
H: -2.508 3.165 -1.817
O: -2.570 2.566 2.914
H: -2.694 2.124 3.754
H: -2.443 1.854 2.286
O: 0.429 -1.079 3.205
H: 0.692 -1.979 3.009
H: 1.063 -0.779 3.855
O: 2.150 -3.684 1.150
H: 1.923 -4.038 0.290
H: 2.739 -2.954 0.961
O: -1.770 -0.797 -4.175
H: -2.476 -1.399 -3.942
H: -2.168 0.072 -4.121
O: 0.694 0.193 -0.194
H: -0.131 0.480 -0.584
H: 0.454 -0.099 0.686
O: -3.139 -1.824 3.711
H: -2.190 -1.719 3.640
H: -3.375 -2.385 2.972
O: -3.659 -0.092 -0.457
H: -3.898 -0.712 -1.146
H: -4.119 -0.408 0.321
O: 1.358 2.871 -2.616
H: 0.520 3.322 -2.721
H: 1.152 2.105 -2.081
O: 4.505 -0.481 1.313
H: 5.447 -0.438 1.477
H: 4.175 0.377 1.581

---

Question: What is the ΔE to the lowest compared entry with this formula, charge and spin in the first record?
Answer: 3.5856 eV